Record 1
{"formula": "C26H18AgNO4PS2", "method": "ωB97M-V/def2-TZVPD", "e_tot_ha": -2642.14692, "max_force_ev_per_a": 0.3, "multiplicity": 1, "total_charge": -1, "mol_weight_g_mol": 611.4, "species": ["Ag", "O", "C", "O", "C", "C", "C", "C", "C", "C", "P", "C", "C", "C", "C", "C", "C", "C", "C", "C", "C", "C", "C", "H", "H", "H", "H", "H", "H", "H", "H", "H", "H", "H", "H", "H", "H", "O", "S", "O", "N", "C", "S", "C", "C", "C", "C", "C", "C", "H", "H", "H", "H"], "coordinates": [[-0.485693, 0.500089, 1.790679], [3.667959, 0.290487, 3.853883], [2.798177, 0.557279, 3.020713], [1.548818, 0.420254, 3.116774], [3.282940, 1.154185, 1.690600], [4.343139, 2.051017, 1.718771], [4.807074, 2.648807, 0.556526], [4.229949, 2.323516, -0.664658], [3.197625, 1.397288, -0.712359], [2.713841, 0.812447, 0.456858], [1.308184, -0.359097, 0.408938], [1.996324, -1.932550, 1.030903], [1.106968, -2.999692, 1.167578], [1.549961, -4.236114, 1.602572], [2.890404, -4.418058, 1.923775], [3.775832, -3.360402, 1.804901], [3.333965, -2.121404, 1.356352], [1.084221, -0.725469, -1.364236], [1.993450, -1.481253, -2.105581], [1.758940, -1.728475, -3.447996], [0.612368, -1.227629, -4.058914], [-0.300441, -0.485541, -3.326666], [-0.063214, -0.236923, -1.979157], [4.799983, 2.261795, 2.676970], [5.621149, 3.362402, 0.601760], [4.584751, 2.781252, -1.579778], [2.762593, 1.134874, -1.667889], [0.058216, -2.853123, 0.932676], [0.849469, -5.055549, 1.704603], [3.237220, -5.381134, 2.277667], [4.816799, -3.489162, 2.073179], [4.031862, -1.298168, 1.281334], [2.879431, -1.880847, -1.625331], [2.465809, -2.316833, -4.020344], [0.429938, -1.427203, -5.107999], [-1.208247, -0.106326, -3.778495], [-0.783599, 0.329568, -1.399897], [-3.617677, 0.692773, -2.513275], [-3.678585, 1.806432, -1.601834], [-3.444709, 3.117118, -2.140088], [-2.711565, 1.518697, -0.303823], [-3.399088, 1.400756, 0.797703], [-2.775771, 1.086564, 2.346755], [-4.883246, 1.561004, 0.624319], [-5.884557, 1.501772, 1.578885], [-7.198587, 1.672479, 1.162951], [-7.505304, 1.895072, -0.177329], [-6.500154, 1.953803, -1.135028], [-5.202763, 1.783298, -0.699551], [-5.633145, 1.324160, 2.615958], [-7.999494, 1.630905, 1.890304], [-8.538059, 2.023828, -0.475277], [-6.723462, 2.127032, -2.179380]], "forces_ev_per_a": [[-0.034, 0.050, 0.018], [-0.012, 0.025, -0.021], [0.128, 0.176, -0.074], [-0.203, -0.164, 0.102], [0.054, -0.058, -0.001], [0.049, 0.043, -0.044], [-0.054, -0.039, -0.054], [0.015, -0.003, 0.087], [0.019, 0.012, 0.000], [-0.093, -0.069, 0.037], [0.119, 0.068, 0.023], [-0.022, -0.066, -0.012], [0.005, 0.064, -0.024], [0.040, -0.017, 0.015], [-0.045, -0.026, -0.002], [0.021, 0.042, -0.003], [-0.023, -0.007, -0.028], [0.030, -0.016, 0.034], [-0.018, -0.003, -0.017], [-0.015, 0.011, 0.008], [0.000, 0.000, -0.012], [-0.005, 0.003, 0.028], [-0.017, 0.004, -0.025], [-0.018, -0.005, 0.012], [-0.001, 0.000, -0.008], [-0.002, 0.000, -0.001], [0.002, 0.002, -0.007], [-0.008, 0.002, 0.000], [-0.003, 0.003, -0.002], [0.002, 0.003, 0.000], [-0.001, 0.004, -0.002], [0.021, -0.019, 0.007], [0.005, 0.007, 0.000], [0.000, 0.001, 0.001], [0.001, -0.004, 0.002], [0.008, -0.005, -0.016], [-0.011, 0.010, 0.011], [-0.005, 0.040, 0.039], [0.040, -0.118, -0.078], [0.007, 0.036, 0.030], [0.004, 0.014, 0.015], [-0.045, -0.008, 0.002], [0.092, -0.020, -0.047], [-0.021, 0.016, 0.007], [0.006, -0.005, -0.007], [-0.011, 0.003, -0.003], [0.003, -0.001, -0.001], [-0.009, 0.005, 0.005], [0.001, 0.009, 0.007], [-0.001, 0.000, -0.001], [0.004, 0.000, 0.001], [-0.002, -0.001, -0.001], [0.004, -0.001, 0.000]]}

***

Record 2
{"formula": "CH3FIN", "method": "ωB97M-V/def2-TZVPD", "e_tot_ha": -492.01406, "max_force_ev_per_a": 1.8, "multiplicity": 3, "mol_weight_g_mol": 174.9, "species": ["C", "N", "F", "I", "H", "H", "H"], "coordinates": [[0.533533, -0.504350, -0.117295], [-0.312970, 0.265747, 0.687874], [-2.303783, 0.261261, -0.373510], [-0.241524, 2.216016, 0.638879], [0.035573, -1.458106, -0.305717], [0.884155, -0.056060, -1.048975], [1.405015, -0.724509, 0.518743]], "forces_ev_per_a": [[0.981, -1.056, 0.405], [-1.544, 0.895, -0.470], [0.174, -0.230, 0.277], [0.282, 0.281, 0.234], [0.004, 0.082, -0.168], [-0.162, 0.158, 0.058], [0.265, -0.129, -0.336]]}

***

The records above yield ΔE to the lowest compared entry with this formula, charge and spin values of 0.0 85.0 kJ/mol, respectively.